## A
Here is a 4-piece molecular cluster, C3H15NO3 overall from the OMol25 dataset. Energies are from wB97M-V/def2-TZVPD.

Structure (XYZ):
```
22
Properties=species:S:1:pos:R:3
C 0.36 -1.79 0.93
C -0.87 -1.00 1.32
N -0.50 0.40 1.67
C -1.66 1.26 1.79
H 0.80 -1.32 0.05
H 1.14 -2.01 1.65
H 0.05 -2.79 0.60
H -1.57 -0.85 0.49
H -1.40 -1.49 2.15
H -0.09 0.35 2.60
H -1.49 2.32 1.96
H -2.34 0.85 2.56
H -2.28 1.25 0.88
H -0.86 -0.42 -2.28
H 0.18 -0.44 -3.39
O -0.09 -0.91 -2.61
H 1.18 2.17 -0.30
H 1.00 0.76 0.10
O 1.29 1.29 -0.64
H 3.10 0.57 -3.46
H 1.84 0.89 -2.58
O 2.21 0.91 -3.49
```

For the HOMO-LUMO gap (alpha / beta), the calculation gives 2.54 / 9.36 eV. Its charge is -1. The HOMO energy (alpha / beta) comes out at 1.15 / -5.77 eV. As for the spin multiplicity: 2.


## B
Here is a 4-piece molecular cluster, C3H15NO3 overall from the OMol25 dataset. Energies are from wB97M-V/def2-TZVPD.

Structure (XYZ):
```
22
Properties=species:S:1:pos:R:3
C -1.13 -1.82 0.98
C 0.06 -2.65 0.41
C 1.21 -1.82 -0.18
N -1.23 -0.49 0.36
H -1.98 -2.50 0.84
H -0.92 -1.68 2.04
H 0.47 -3.29 1.20
H -0.31 -3.35 -0.34
H 1.47 -0.98 0.46
H 2.12 -2.42 -0.31
H 1.01 -1.49 -1.20
H -1.44 -0.63 -0.62
H -2.05 -0.04 0.75
H 0.86 3.44 -0.03
H 0.19 2.18 0.47
O 0.62 2.57 -0.32
H -0.03 0.65 3.41
H -0.04 0.45 1.92
O -0.12 1.17 2.58
H 0.60 1.18 -3.87
H 0.12 2.18 -2.84
O 0.49 2.15 -3.72
```

For the HOMO-LUMO gap (alpha / beta), the calculation gives 2.65 / 9.82 eV. Its charge is -1. The HOMO energy (alpha / beta) comes out at 0.93 / -6.39 eV. As for the spin multiplicity: 2.


Stability ranking, top entry: B; the second entry is 0.0096 hartree less favorable.


## A
Here is one molecule with the formula CH3NO2S2 from the OMol25 dataset. Energies are from wB97M-V/def2-TZVPD.

Structure (XYZ):
```
9
Properties=species:S:1:pos:R:3
O -0.02 1.69 -0.22
C 0.00 0.55 0.09
N -1.12 -0.20 0.31
S -2.58 0.42 -0.15
O 1.13 -0.15 0.44
S 2.47 0.44 -0.19
H -1.18 -1.13 0.56
H -2.67 1.35 0.84
H 2.92 1.39 0.55
```

For the HOMO-LUMO gap, the calculation gives 9.87 eV. Its charge is 0. The HOMO energy comes out at -9.38 eV.


## B
Here is a 2-piece molecular cluster, CH3NO2S2 overall from the OMol25 dataset. Energies are from wB97M-V/def2-TZVPD.

Structure (XYZ):
```
9
Properties=species:S:1:pos:R:3
C 0.00 -1.31 -1.01
N 1.10 0.86 0.18
O -0.06 2.27 1.88
O -1.75 -0.17 0.46
S 0.19 0.91 1.40
S -1.60 -1.15 -0.63
H 0.19 -2.37 -1.47
H 0.77 -0.75 -0.45
H 1.17 1.71 -0.36
```

For the HOMO-LUMO gap, the calculation gives 9.26 eV. Its charge is 0. The HOMO energy comes out at -10.01 eV.


Stability ranking, top entry: A; the second entry is 0.0766 hartree less favorable.


## A
Here is C11H20BN6O4S4Zr as an isolated structure from the OMol25 dataset. Energies are from wB97M-V/def2-TZVPD.

Structure (XYZ):
```
47
Properties=species:S:1:pos:R:3
Zr -0.02 1.13 0.88
C 0.77 3.55 -3.05
N -0.34 3.13 -2.19
C -1.58 2.63 -2.62
C -2.26 2.27 -1.54
N -1.47 2.55 -0.40
B -2.09 2.84 1.03
N -2.30 1.49 1.88
C -2.61 1.59 3.23
C -2.89 0.35 3.68
N -2.74 -0.52 2.62
C -2.81 -1.98 2.70
C -2.39 0.17 1.52
S -1.92 -0.48 0.02
C -0.28 3.08 -0.87
S 1.07 3.40 0.11
H 0.42 3.56 -4.08
H 1.61 2.87 -2.94
H 1.09 4.55 -2.77
H -1.85 2.60 -3.66
H -3.26 1.89 -1.45
H -3.16 3.37 0.88
H -1.30 3.48 1.65
H -2.61 2.53 3.74
H -3.18 0.02 4.66
H -2.82 -2.26 3.75
H -1.94 -2.40 2.22
H -3.71 -2.34 2.22
C 2.22 -3.27 0.25
N 1.47 -2.08 -0.18
C 1.67 -1.34 -1.25
S 1.02 0.27 -1.39
N 2.40 -1.75 -2.29
C 2.70 -3.13 -2.72
H 2.14 -3.32 1.34
H 3.27 -3.18 0.00
H 1.81 -4.19 -0.16
H 0.90 -1.67 0.53
H 2.56 -1.03 -2.97
H 3.65 -3.49 -2.33
H 2.77 -3.12 -3.81
H 1.90 -3.80 -2.45
O 1.99 0.69 1.50
S 1.26 0.26 2.75
O 0.36 1.47 2.94
O 0.24 -0.67 2.09
O 1.98 -0.22 3.86
```

For the HOMO-LUMO gap, the calculation gives 8.23 eV. Its charge is +1. The HOMO energy comes out at -11.62 eV.


## B
Here is C11H20BN6O4S4Zr as an isolated structure from the OMol25 dataset. Energies are from wB97M-V/def2-TZVPD.

Structure (XYZ):
```
47
Properties=species:S:1:pos:R:3
Zr -0.59 -0.01 -0.14
C -0.40 -4.46 -0.60
N 0.11 -3.40 -1.46
C 1.32 -3.38 -2.10
C 1.42 -2.19 -2.74
N 0.26 -1.48 -2.50
B -0.03 -0.03 -2.97
N 1.28 0.77 -2.94
C 1.81 1.46 -4.01
C 2.99 2.00 -3.62
N 3.17 1.64 -2.30
C 4.33 1.97 -1.48
C 2.13 0.89 -1.90
S 1.97 0.20 -0.33
C -0.54 -2.25 -1.73
S -2.09 -1.81 -1.12
H 0.35 -5.24 -0.54
H -1.32 -4.86 -1.01
H -0.60 -4.04 0.39
H 2.01 -4.21 -2.05
H 2.22 -1.78 -3.34
H -0.53 0.03 -4.05
H -0.88 0.45 -2.19
H 1.30 1.50 -4.96
H 3.70 2.60 -4.14
H 4.75 2.90 -1.83
H 5.08 1.18 -1.54
H 4.01 2.08 -0.44
C -2.57 3.11 3.24
N -2.45 2.78 1.82
C -1.36 3.02 1.11
S -1.27 2.41 -0.53
N -0.39 3.77 1.60
C 0.90 3.96 0.96
H -3.51 2.71 3.60
H -2.57 4.19 3.38
H -1.76 2.65 3.81
H -3.08 2.10 1.44
H -0.46 4.03 2.57
H 0.77 4.32 -0.06
H 1.46 3.02 0.95
H 1.45 4.70 1.53
O -0.01 0.85 2.06
S -0.82 -0.37 2.36
O -2.04 -0.10 1.46
O -0.12 -1.41 1.49
O -1.08 -0.70 3.70
```

For the HOMO-LUMO gap, the calculation gives 8.66 eV. Its charge is +1. The HOMO energy comes out at -11.64 eV.


Stability ranking, top entry: B; the second entry is 0.0416 hartree less favorable.


## A
Here is one molecule with the formula C4H9BO2 from the OMol25 dataset. Energies are from wB97M-V/def2-TZVPD.

Structure (XYZ):
```
16
Properties=species:S:1:pos:R:3
C -0.65 1.48 -0.02
C -0.11 0.05 -0.01
B 1.60 -0.17 0.08
O 2.18 -1.38 0.04
O 2.40 0.92 0.04
C -0.96 -0.91 0.74
C -0.92 -0.99 -0.75
H -1.67 1.60 -0.15
H -0.23 2.09 -0.88
H -0.29 2.04 0.84
H 3.09 -1.25 -0.27
H 3.26 0.62 -0.18
H -1.80 -0.39 1.21
H -0.33 -1.62 1.26
H -0.36 -1.82 -1.01
H -1.89 -0.92 -1.18
```

For the HOMO-LUMO gap, the calculation gives 9.98 eV. Its charge is 0. The HOMO energy comes out at -9.78 eV.


## B
Here is one molecule with the formula C4H9BO2 from the OMol25 dataset. Energies are from wB97M-V/def2-TZVPD.

Structure (XYZ):
```
16
Properties=species:S:1:pos:R:3
C 0.75 1.58 -0.08
C 0.13 0.24 0.15
B -1.38 -0.09 -0.03
O -1.76 -1.36 0.05
O -2.26 0.93 -0.15
C 1.32 -1.01 -0.62
C 1.08 -0.86 0.79
H 1.65 1.86 0.38
H -0.05 2.34 0.20
H 0.85 1.68 -1.27
H -2.70 -1.44 -0.22
H -3.06 0.85 0.26
H 2.03 -0.41 -1.02
H 0.93 -2.03 -1.15
H 0.58 -1.77 1.26
H 1.88 -0.49 1.44
```

For the HOMO-LUMO gap, the calculation gives 8.51 eV. Its charge is 0. The HOMO energy comes out at -8.12 eV.


Stability ranking, top entry: A; the second entry is 0.0361 hartree less favorable.


## A
Here is one molecule with the formula C4H6N4O2 from the OMol25 dataset. Energies are from wB97M-V/def2-TZVPD.

Structure (XYZ):
```
16
Properties=species:S:1:pos:R:3
O 2.60 -0.74 0.77
C 2.26 0.58 0.32
C 1.20 0.60 -0.83
C -0.27 0.25 -0.34
N -1.25 0.45 -1.26
N -2.45 0.12 -0.87
C -2.52 -0.36 0.40
O -3.81 -0.75 0.80
N -1.56 -0.52 1.34
N -0.35 -0.19 0.95
H 2.20 -1.37 0.15
H 3.21 0.99 -0.13
H 2.02 1.25 1.18
H 1.46 -0.20 -1.58
H 1.17 1.56 -1.40
H -3.91 -1.67 0.51
```

For the HOMO-LUMO gap, the calculation gives 8.90 eV. Its charge is 0. The HOMO energy comes out at -10.03 eV.


## B
Here is one molecule with the formula C4H6N4O2 from the OMol25 dataset. Energies are from wB97M-V/def2-TZVPD.

Structure (XYZ):
```
16
Properties=species:S:1:pos:R:3
N 1.98 -2.06 -0.33
C 1.26 -1.43 0.61
N 0.98 -0.21 0.73
C 1.27 0.90 0.07
C 0.29 1.69 -0.44
C -1.01 1.34 -0.26
N -1.50 0.19 -0.25
N -2.82 0.02 0.16
O -3.35 0.87 0.91
O -3.36 -1.02 -0.11
H 2.18 -3.06 -0.62
H 2.11 -1.37 -1.11
H 0.82 -2.04 1.41
H 2.27 1.30 0.24
H 0.61 2.69 -0.79
H -1.72 2.19 -0.21
```

For the HOMO-LUMO gap, the calculation gives 8.59 eV. Its charge is 0. The HOMO energy comes out at -8.98 eV.


Stability ranking, top entry: A; the second entry is 0.0802 hartree less favorable.